{
  "formula": "C18H19N2O5",
  "method": "ωB97M-V with the def2-TZVPD basis set",
  "e_homo_ev": -4.271,
  "fmax_ev_per_a": 2.740,
  "charge": -1,
  "orbital_gap_ev": 7.048,
  "relative_energy_ev": 0.0000,
  "elements": ["H", "C", "H", "C", "H", "C", "C", "H", "H", "O", "C", "C", "H", "H", "O", "H", "N", "C", "C", "H", "H", "C", "C", "H", "H", "C", "C", "H", "H", "C", "H", "H", "C", "C", "O", "C", "C", "H", "N", "C", "H", "H", "O", "O"],
  "coordinates": [[-1.99, 3.80, -2.55], [-0.75, 1.00, -0.04], [0.46, 5.20, -0.08], [-0.89, -0.27, 0.70], [-2.51, -0.18, 4.13], [0.43, -3.79, 0.13], [2.33, -4.72, -2.92], [-0.41, 3.33, -3.23], [1.83, -0.72, 1.29], [1.73, -4.72, -1.61], [-0.62, 0.14, 3.25], [1.17, -0.49, 2.11], [2.95, -5.62, -2.94], [2.43, -0.67, 3.91], [-1.35, 3.35, 0.01], [1.57, -4.77, -3.70], [-0.15, -0.15, 1.98], [0.94, -3.69, -1.19], [-1.67, 2.05, 0.34], [0.61, -4.71, 0.68], [-2.48, 1.08, 2.82], [-0.36, -1.51, -0.02], [-1.93, 0.64, 3.67], [-1.43, 2.11, -2.41], [-1.95, -0.38, 0.94], [0.57, 1.43, -0.47], [-1.11, 3.16, -2.40], [2.96, -3.83, -3.08], [0.96, -2.47, -3.01], [0.65, -2.55, -1.96], [-1.77, 1.41, 4.44], [-0.19, -0.58, -1.96], [0.00, 4.99, -1.05], [1.47, -0.45, 3.47], [-2.69, 1.87, 0.99], [0.00, -1.47, -1.37], [-0.23, -2.72, 0.69], [-0.88, 5.64, -1.17], [0.35, -0.08, 4.15], [-0.44, 3.53, -1.09], [0.72, 5.18, -1.85], [-0.63, -2.82, 1.70], [0.74, 2.74, -0.86], [1.56, 0.72, -0.47]]
}


{
  "formula": "C21H40Br2NO8",
  "method": "ωB97M-V with the def2-TZVPD basis set",
  "e_homo_ev": -2.123,
  "fmax_ev_per_a": 0.752,
  "charge": -1,
  "orbital_gap_ev": 4.500,
  "relative_energy_ev": 0.0000,
  "elements": ["H", "H", "H", "C", "H", "H", "H", "C", "H", "C", "C", "C", "H", "H", "H", "H", "H", "H", "O", "H", "H", "Br", "C", "O", "O", "H", "C", "H", "C", "C", "N", "H", "O", "H", "H", "H", "H", "C", "C", "H", "H", "H", "H", "O", "C", "H", "C", "Br", "C", "H", "C", "C", "C", "H", "H", "C", "O", "H", "C", "H", "H", "O", "H", "H", "O", "H", "H", "C", "H", "H", "H", "C"],
  "coordinates": [[0.50, -1.23, 1.55], [-1.53, 2.72, 0.44], [-1.88, 4.29, 3.76], [1.10, -7.11, -1.08], [-0.28, 4.98, 3.50], [-1.93, 5.21, 1.08], [-1.69, 5.96, 3.22], [1.74, -6.53, 0.16], [6.11, -8.41, -1.12], [-1.58, 2.01, 2.44], [-2.61, -1.16, 0.13], [1.72, -1.74, 3.24], [-0.68, 2.33, 2.99], [0.15, 7.35, -0.67], [-1.32, 8.26, -1.05], [1.34, -2.04, -2.59], [-2.50, -2.46, 1.84], [2.17, -0.53, -2.96], [-1.24, -1.30, -0.34], [-3.21, 4.95, -3.53], [6.80, -8.61, 0.51], [0.13, -3.62, 1.88], [3.98, -7.21, -0.03], [2.84, -7.34, 0.63], [4.88, -8.03, 0.52], [1.04, -6.51, 0.99], [0.40, -1.77, 2.49], [6.54, -6.98, -0.15], [-2.71, -1.41, 1.62], [1.21, -0.97, -2.69], [-1.41, 0.70, 1.80], [-0.29, -0.34, 3.85], [4.20, -6.47, -0.95], [0.50, -0.80, -3.51], [-3.23, -1.87, -0.43], [1.10, -0.85, -0.53], [0.79, -8.14, -0.90], [-0.78, -1.11, 3.25], [-0.80, 6.35, -2.84], [1.79, -7.09, -1.92], [0.27, 8.99, -1.37], [-3.00, 3.17, 1.26], [1.77, -2.54, 3.98], [-0.73, 6.01, -4.13], [-1.91, -0.47, 2.53], [-2.94, -0.15, -0.12], [-1.92, 3.09, 1.39], [-1.38, -2.39, 4.68], [0.66, -0.37, -1.40], [-2.38, 1.89, 3.17], [-1.27, 4.70, -4.43], [-1.29, 4.95, 3.11], [6.16, -8.00, -0.11], [-0.42, 0.62, 1.59], [-3.12, 5.48, -5.22], [-0.30, 8.06, -1.36], [-0.27, 7.57, -2.70], [0.87, 0.70, -1.36], [-1.33, 4.49, 1.64], [-3.15, 3.75, -4.82], [0.22, -6.52, -1.34], [-1.25, 5.69, -1.95], [-0.92, 3.99, -3.69], [-3.79, -1.29, 1.81], [-1.59, 0.06, -2.09], [2.56, -1.87, 2.56], [1.82, -0.79, 3.76], [-0.85, -0.50, -1.32], [-0.84, 4.45, -5.39], [-0.33, 4.55, 1.21], [2.09, -5.51, 0.00], [-2.78, 4.73, -4.50]]
}


{
  "formula": "C32H22BrCdClNO2P",
  "method": "ωB97M-V with the def2-TZVPD basis set",
  "e_homo_ev": -8.474,
  "fmax_ev_per_a": 1.086,
  "orbital_gap_ev": 8.413,
  "elements": ["H", "H", "H", "P", "C", "Br", "C", "C", "H", "H", "C", "C", "C", "C", "H", "H", "H", "C", "C", "C", "H", "C", "H", "H", "C", "C", "O", "C", "C", "H", "H", "C", "C", "C", "H", "H", "H", "H", "C", "C", "H", "H", "N", "C", "C", "Cl", "H", "H", "H", "C", "C", "O", "C", "C", "C", "C", "C", "Cd", "C", "C", "C"],
  "coordinates": [[-0.49, 1.65, -4.20], [-4.72, -1.29, 0.48], [2.92, 3.65, -1.24], [0.88, -1.03, 0.55], [-2.07, -1.51, -3.08], [1.44, 5.90, -2.43], [1.09, 1.23, -2.80], [2.19, 3.21, -1.90], [-1.37, -2.88, 5.43], [-0.65, 0.36, 2.75], [2.69, -1.14, 1.00], [5.42, -1.35, 1.61], [-3.51, -1.41, -2.70], [-0.01, 3.51, 0.84], [-6.81, -0.92, -0.82], [6.47, -1.41, 1.83], [-4.65, -1.22, -4.51], [-1.07, -1.17, 4.18], [-5.85, -1.05, -2.72], [-5.88, -1.07, -1.33], [-0.10, -4.40, 3.94], [-0.41, 1.34, -0.10], [-0.98, 0.71, -0.77], [-0.26, 4.09, -4.06], [0.63, 0.80, 0.65], [1.04, 2.98, 1.58], [-1.56, -1.42, -4.19], [0.27, 2.07, -3.54], [-4.71, -1.27, -0.60], [-0.27, 4.55, 0.93], [-6.77, -0.89, -3.26], [4.50, -1.11, 2.61], [-4.67, -1.23, -3.43], [0.21, -1.53, 2.18], [-1.63, -0.51, 4.82], [2.17, 1.24, 2.07], [-1.56, 3.08, -0.57], [0.90, -3.52, 1.86], [1.36, 1.64, 1.49], [3.15, -1.01, 2.31], [4.83, -0.99, 3.63], [1.59, 3.62, 2.24], [-1.34, -1.64, -1.95], [-0.93, -2.50, 4.52], [2.07, 1.83, -2.00], [3.13, -1.69, -1.62], [5.69, -1.73, -0.49], [2.44, -0.86, 3.10], [2.76, 1.23, -1.42], [4.99, -1.52, 0.30], [-0.73, 2.68, 0.00], [-1.70, -1.47, 0.30], [0.39, 3.45, -3.48], [3.64, -1.42, 0.02], [1.33, 4.00, -2.63], [0.35, -2.87, 2.52], [-2.12, -1.54, -0.85], [0.59, -0.82, -2.45], [-0.52, -0.68, 3.01], [-0.21, -3.35, 3.69], [-3.54, -1.42, -1.30]]
}